Molecular formula: C30H58BrFNO21P
Method: DFT, ωB97M-V with the def2-TZVPD basis set

Each line ends with the Löwdin charge.
Cartesian coordinates (Å):
C  3.333  -0.048  4.922  -0.002
C  3.018  0.025  3.436  -0.321
F  3.224  -1.220  2.868  0.014
C  1.591  0.543  3.044  -0.459
P  1.812  2.199  2.268  0.812
N  2.678  3.201  3.109  -0.261
C  0.524  0.636  4.139  -0.133
C  -0.308  -0.611  3.991  -0.788
O  -1.592  -0.272  3.600  -0.015
Br  -0.357  -1.663  5.637  0.799
C  0.349  -1.346  2.815  -0.440
O  0.274  -2.502  2.485  0.159
O  1.031  -0.399  2.110  0.040
H  2.477  0.018  5.572  0.052
H  3.788  -1.013  5.100  0.093
H  4.078  0.686  5.188  0.084
H  3.745  0.685  2.975  0.121
H  0.512  2.693  2.058  0.024
H  2.312  1.930  0.979  0.020
H  3.005  2.807  3.980  -0.032
H  -0.153  1.437  3.852  0.102
H  0.859  0.900  5.123  0.106
H  -1.979  -1.011  3.120  0.106
C  -6.608  -0.838  -0.804  -0.059
C  -5.957  0.337  -0.110  -0.202
O  -6.231  0.340  1.302  0.044
C  -5.498  -0.500  2.018  -0.628
O  -4.625  -1.220  1.605  0.116
O  -5.860  -0.386  3.295  -0.005
C  -5.128  -1.237  4.175  -0.029
H  -7.679  -0.863  -0.597  0.082
H  -6.459  -0.766  -1.881  0.082
H  -6.182  -1.780  -0.461  0.074
H  -6.363  1.275  -0.481  0.124
H  -4.881  0.350  -0.273  0.122
H  -4.062  -1.081  4.025  0.071
H  -5.385  -2.284  4.018  0.099
H  -5.386  -0.950  5.189  0.101
C  -4.967  3.204  4.154  -0.048
C  -3.808  2.237  4.066  -0.207
O  -2.658  2.828  3.437  0.035
C  -1.921  3.613  4.215  -0.630
O  -2.110  3.844  5.378  0.132
O  -0.894  4.061  3.491  -0.043
C  -0.015  4.943  4.196  -0.048
H  -5.199  3.608  3.168  0.085
H  -5.850  2.696  4.540  0.083
H  -4.730  4.038  4.813  0.077
H  -4.071  1.394  3.434  0.101
H  -3.531  1.849  5.046  0.129
H  0.326  4.492  5.125  0.095
H  -0.514  5.887  4.403  0.098
H  0.834  5.114  3.542  0.072
C  -4.041  -2.089  -7.520  -0.065
C  -3.391  -0.951  -6.763  -0.212
O  -3.722  -0.984  -5.366  0.035
C  -3.033  -1.861  -4.641  -0.621
O  -2.160  -2.583  -5.040  0.127
O  -3.470  -1.788  -3.386  -0.001
C  -2.855  -2.718  -2.488  -0.030
H  -5.118  -2.092  -7.350  0.081
H  -3.855  -1.985  -8.588  0.080
H  -3.646  -3.050  -7.194  0.076
H  -3.766  0.006  -7.118  0.122
H  -2.309  -0.956  -6.884  0.123
H  -1.772  -2.647  -2.536  0.096
H  -3.172  -3.733  -2.722  0.100
H  -3.197  -2.451  -1.493  0.088
C  2.172  1.091  -2.905  -0.064
C  3.560  0.490  -2.865  -0.210
O  4.466  1.190  -3.731  0.039
C  4.939  2.333  -3.242  -0.616
O  4.700  2.795  -2.160  0.125
O  5.741  2.871  -4.159  -0.011
C  6.291  4.143  -3.794  -0.022
H  1.805  1.138  -3.931  0.081
H  1.484  0.489  -2.313  0.078
H  2.174  2.105  -2.507  0.073
H  3.544  -0.533  -3.234  0.123
H  3.960  0.475  -1.852  0.120
H  6.773  4.091  -2.821  0.100
H  5.509  4.900  -3.783  0.101
H  7.028  4.386  -4.553  0.081
C  -3.616  -5.965  3.369  -0.059
C  -3.788  -6.675  4.693  -0.209
O  -5.163  -6.707  5.105  0.037
C  -5.912  -7.632  4.513  -0.620
O  -5.538  -8.444  3.711  0.126
O  -7.154  -7.517  4.981  0.006
C  -8.088  -8.430  4.401  -0.039
H  -4.061  -4.970  3.412  0.072
H  -2.559  -5.864  3.127  0.082
H  -4.104  -6.512  2.564  0.077
H  -3.269  -6.137  5.484  0.122
H  -3.389  -7.688  4.659  0.123
H  -7.730  -9.454  4.477  0.095
H  -8.265  -8.176  3.357  0.098
H  -9.009  -8.321  4.964  0.092
C  12.400  4.860  -7.651  -0.065
C  12.112  4.367  -6.250  -0.212
O  10.703  4.322  -5.982  0.037
C  10.064  3.268  -6.483  -0.617
O  10.560  2.361  -7.095  0.129
O  8.776  3.383  -6.169  -0.006
C  7.941  2.334  -6.674  -0.025
H  11.916  5.821  -7.823  0.081
H  13.474  4.977  -7.796  0.080
H  12.028  4.157  -8.396  0.076
H  12.517  5.057  -5.513  0.122
H  12.552  3.387  -6.072  0.123
H  8.326  1.358  -6.390  0.101
H  7.863  2.405  -7.757  0.101
H  6.963  2.477  -6.228  0.076

Output
Energy above the lowest of the compared OMol25 structures with the same formula, charge and spin ... 0.00 kcal per mole
Electronic energy ... -158587.09439 eV
Orbital gap ... 9.59 eV
F_max ... 1.7 eV/A
Total charge ... 0

Molecular formula: C30H58ClNP2PbSi2
Method: DFT, ωB97M-V with the def2-TZVPD basis set

Each line ends with the Löwdin charge.
Cartesian coordinates (Å):
Pb  -0.145  0.055  0.617  1.324
C  2.146  -0.158  -1.841  -0.204
C  1.365  -1.335  -1.902  -0.355
C  0.082  -0.926  -2.392  -0.190
Si  2.033  -2.982  -1.319  0.500
C  0.080  0.496  -2.517  -0.190
C  1.361  0.988  -2.105  -0.355
Si  2.030  2.712  -1.820  0.499
H  3.195  -0.134  -1.603  0.079
H  -0.725  -1.601  -2.651  0.083
H  -0.729  1.113  -2.890  0.083
Cl  -5.114  0.178  1.996  -0.446
C  3.892  2.648  -1.683  -0.170
C  1.520  3.808  -3.232  -0.173
C  3.896  -2.889  -1.186  -0.169
C  1.532  -4.310  -2.521  -0.173
H  2.173  3.576  -4.082  0.041
H  1.639  4.872  -2.995  0.035
H  0.488  3.637  -3.551  0.025
H  4.271  2.150  -0.787  0.018
H  4.299  3.668  -1.679  0.040
H  4.295  2.123  -2.557  0.045
H  2.166  -4.205  -3.409  0.041
H  0.492  -4.221  -2.843  0.024
H  1.686  -5.315  -2.113  0.035
H  4.301  -2.524  -2.137  0.045
H  4.304  -3.891  -1.000  0.040
H  4.274  -2.242  -0.390  0.018
C  1.401  3.414  -0.148  -0.383
C  1.398  -3.387  0.447  -0.382
P  -0.279  2.835  0.248  0.946
H  1.433  4.515  -0.143  0.049
H  2.077  3.074  0.655  0.057
P  -0.282  -2.747  0.732  0.947
H  2.072  -2.917  1.184  0.057
H  1.429  -4.471  0.639  0.049
C  -0.844  -3.175  2.453  -0.512
C  -1.381  -3.719  -0.375  -0.530
C  -1.377  3.600  -1.013  -0.530
C  -0.840  3.557  1.867  -0.512
C  -0.627  2.552  2.994  -0.158
H  -1.927  3.744  1.783  0.117
C  -0.094  4.832  2.258  -0.112
H  0.968  4.629  2.464  0.086
H  -0.531  5.224  3.188  0.092
H  -0.149  5.608  1.491  0.060
H  -1.061  1.577  2.743  0.022
H  -1.092  2.864  3.943  0.106
H  0.449  2.432  3.179  0.078
H  -0.953  3.300  -1.984  0.075
C  -1.372  5.131  -0.933  -0.101
C  -2.809  3.041  -0.938  -0.097
H  -0.365  5.567  -0.934  0.066
H  -1.899  5.482  -0.036  0.082
H  -1.898  5.533  -1.811  0.090
H  -2.868  1.992  -1.250  0.063
H  -3.462  3.625  -1.601  0.090
H  -3.224  3.098  0.077  0.076
H  -0.960  -3.592  -1.384  0.075
C  -2.812  -3.156  -0.394  -0.097
C  -1.374  -5.214  -0.031  -0.101
H  -0.367  -5.643  0.039  0.067
H  -1.906  -5.762  -0.822  0.090
H  -1.896  -5.404  0.917  0.082
H  -2.871  -2.169  -0.868  0.063
H  -3.230  -3.050  0.617  0.076
H  -3.465  -3.837  -0.956  0.090
C  -0.633  -1.989  3.387  -0.158
C  -0.096  -4.361  3.061  -0.112
H  -1.931  -3.377  2.401  0.117
H  0.965  -4.124  3.228  0.086
H  -0.149  -5.259  2.441  0.060
H  -0.532  -4.586  4.045  0.092
H  0.442  -1.838  3.546  0.078
H  -1.098  -2.130  4.376  0.106
H  -1.069  -1.072  2.970  0.022
C  -2.406  0.077  0.776  -0.370
H  -2.883  -0.005  -0.212  0.009
H  -2.687  -0.770  1.415  -0.052
H  -2.681  1.021  1.264  -0.051
C  3.432  0.056  1.005  -0.076
C  2.809  0.185  2.342  -0.402
C  3.542  0.278  3.538  -0.073
C  2.616  0.384  4.594  -0.073
C  1.355  0.348  4.020  -0.431
C  0.161  0.430  4.879  -0.095
N  1.470  0.229  2.644  -0.025
H  3.273  0.896  0.291  0.031
H  3.204  -0.869  0.427  0.025
H  4.520  0.027  1.180  0.094
H  4.631  0.258  3.524  0.092
H  2.741  0.479  5.672  0.106
H  0.194  -0.389  5.581  0.083
H  0.200  1.358  5.427  0.082
H  -0.800  0.390  4.400  0.050

Output
Electronic energy ... -85642.05614 eV
Orbital gap (alpha / beta) ... 4.08 / 4.08 eV
F_max ... 1.6 eV/A
Total charge ... 0

Molecular formula: C30H58N6O6S
Method: DFT, ωB97M-V with the def2-TZVPD basis set

Each line ends with the Löwdin spin population.
Cartesian coordinates (Å):
N  -3.942  4.934  -0.538  0.000
C  -2.676  5.483  0.059  0.000
C  -2.007  4.289  0.753  0.000
C  -0.949  4.610  1.841  0.000
S  -0.223  6.271  1.395  0.000
C  0.323  3.757  1.850  0.000
O  0.767  3.093  1.026  0.000
O  0.828  3.911  3.106  0.000
C  -0.070  4.558  4.001  0.000
C  0.416  5.868  4.616  0.000
C  1.947  6.031  4.650  0.000
N  2.618  5.060  5.514  0.000
N  2.558  6.077  3.319  0.000
N  2.176  7.330  5.300  0.000
C  -1.466  4.531  3.273  0.000
C  -2.317  3.315  3.648  0.000
C  -1.783  1.959  3.218  0.000
O  -2.497  1.037  3.123  0.000
C  -2.421  5.733  3.534  0.000
C  -2.823  5.869  5.000  0.000
O  -3.955  5.981  5.283  0.000
H  -4.379  5.728  -0.998  0.000
H  -3.654  4.315  -1.293  0.000
H  -2.077  5.861  -0.762  0.000
H  -2.999  6.252  0.752  0.000
H  -1.567  3.681  -0.036  0.000
H  -2.837  3.696  1.134  0.000
H  0.911  5.922  0.756  0.000
H  -0.188  3.860  4.833  0.000
H  -0.002  6.760  4.160  0.000
H  0.104  5.866  5.657  0.000
H  2.217  4.137  5.397  0.000
H  2.539  5.355  6.479  0.000
H  2.906  5.140  3.123  0.000
H  3.397  6.643  3.362  0.000
H  3.162  7.564  5.270  0.000
H  1.669  8.026  4.764  0.000
H  -2.488  3.252  4.723  0.000
H  -3.300  3.404  3.196  0.000
H  -0.710  1.782  3.002  0.000
H  -3.307  5.553  2.937  0.000
H  -1.971  6.687  3.247  0.000
H  -2.020  5.860  5.758  0.000
C  -1.461  -2.862  -3.031  0.002
C  -1.639  -1.371  -3.422  0.027
C  -0.310  -0.761  -3.895  0.015
C  0.650  -0.367  -2.776  0.001
C  -0.066  0.506  -1.750  0.014
C  -1.321  -0.168  -1.194  0.027
N  -2.242  -0.618  -2.282  0.358
O  -2.863  0.415  -2.744  0.548
C  -0.885  -1.346  -0.299  0.002
C  -2.030  0.788  -0.239  -0.001
C  -2.562  -1.409  -4.641  -0.001
H  -1.456  -3.044  -1.961  0.001
H  -2.287  -3.469  -3.405  0.000
H  -0.540  -3.279  -3.437  -0.001
H  -0.519  0.139  -4.484  0.002
H  0.188  -1.455  -4.575  0.001
H  1.077  -1.258  -2.306  0.000
H  1.492  0.187  -3.198  0.001
H  0.615  0.747  -0.931  0.001
H  -0.331  1.461  -2.217  0.003
H  -1.750  -1.906  0.061  0.001
H  -0.349  -0.973  0.575  0.000
H  -0.205  -2.039  -0.790  0.000
H  -2.285  1.733  -0.714  -0.001
H  -1.386  1.022  0.608  0.000
H  -2.947  0.345  0.155  0.000
H  -3.560  -1.758  -4.373  0.000
H  -2.152  -2.096  -5.383  0.000
H  -2.659  -0.435  -5.121  0.000
C  1.871  -8.679  -2.796  0.002
C  1.719  -7.188  -3.204  0.027
C  3.056  -6.603  -3.686  0.015
C  4.025  -6.210  -2.575  0.001
C  3.323  -5.315  -1.558  0.014
C  2.060  -5.963  -0.990  0.027
N  1.129  -6.414  -2.070  0.357
O  0.527  -5.378  -2.544  0.548
C  2.480  -7.136  -0.081  0.002
C  1.366  -4.982  -0.046  -0.001
C  0.790  -7.224  -4.419  -0.001
H  1.875  -8.846  -1.724  0.001
H  1.032  -9.271  -3.164  0.000
H  2.785  -9.115  -3.203  0.000
H  2.858  -5.707  -4.285  0.002
H  3.541  -7.311  -4.360  0.001
H  4.440  -7.101  -2.096  0.000
H  4.873  -5.674  -3.007  0.001
H  4.011  -5.074  -0.744  0.001
H  3.070  -4.363  -2.037  0.003
H  1.608  -7.678  0.288  0.001
H  3.024  -6.761  0.787  0.000
H  3.149  -7.847  -0.563  0.000
H  1.124  -4.038  -0.532  -0.001
H  2.019  -4.750  0.795  0.000
H  0.443  -5.408  0.353  0.000
H  -0.212  -7.554  -4.142  0.000
H  1.185  -7.925  -5.155  0.000
H  0.706  -6.254  -4.908  0.000

Output
⟨S²⟩ ... 2.008
Electronic energy ... -64106.96003 eV
Orbital gap (alpha / beta) ... 8.57 / 9.22 eV
F_max ... 5.4 eV/A
Spin multiplicity ... 3
Total charge ... 0